57
Properties=species:S:1:pos:R:3:forces:R:3 method="wB97M-V/def2-TZVPD" lumo_ev=0.48 molar_mass_g_mol=472.99 homo_energy_ev=-7.53 gap_ev=8.0 total_charge=0
Cl 3.87030 -3.91471 -2.80799 0.19 -0.19 -0.20
S 1.42967 -1.71831 -2.39897 1.26 0.77 -0.87
O -3.79789 2.56005 5.49148 0.23 0.01 -0.37
O -3.53046 2.64087 -2.48702 -0.02 -0.07 -0.27
O 0.46273 -1.40353 -1.35291 -0.90 0.14 1.03
O -0.53993 0.86942 -2.71051 0.19 0.21 0.22
N -1.04151 2.54547 1.60645 0.15 0.27 -0.08
N -2.47425 1.73792 -0.71063 -0.08 0.07 0.19
C -1.27630 2.15042 2.91749 -0.07 0.06 0.35
C 4.09145 -4.28587 1.14855 -0.01 0.01 -0.03
C -2.43500 2.49357 3.60897 -0.10 0.06 -0.04
C -4.05607 2.25035 6.83770 -0.03 -0.07 0.25
C -0.47216 1.60130 0.66680 -0.09 -0.42 -0.16
C -1.95867 3.43693 0.93037 -0.32 -0.02 -0.03
C 4.14818 -4.55629 -0.20806 0.00 -0.03 -0.03
C 3.09444 -1.23965 -1.68346 -0.60 -0.35 -0.42
C 3.71507 -3.02873 1.58868 0.01 0.01 0.07
C -0.47172 1.10360 4.93888 0.00 0.00 -0.18
C -0.03880 0.15561 -3.73651 -0.22 -0.40 -0.68
C -1.62740 1.44687 5.62366 -0.32 0.06 0.31
C 3.46570 -2.28156 -0.69297 0.07 -0.20 0.02
C -2.19410 0.50080 -4.15309 -0.01 0.33 0.77
C -2.61138 2.15450 4.94815 0.05 -0.02 0.00
C -2.68593 1.88017 -2.03758 -0.04 0.11 0.17
C 3.40438 -2.03891 0.67407 0.02 -0.02 -0.07
C -1.02323 -0.11053 -4.64909 0.56 0.12 0.36
C 1.36532 -0.26646 -3.62488 -0.04 -0.45 0.59
C 3.82863 -3.56027 -1.11261 0.02 0.06 0.24
C -3.08267 2.67376 0.21185 -0.07 0.50 0.01
C -1.58578 0.81593 -0.04396 0.53 -0.30 0.08
C -0.28631 1.44680 3.61906 0.14 -0.19 0.01
C -1.85399 1.06917 -2.95370 -0.49 -0.25 -1.01
H 0.64276 1.18887 3.13617 0.08 0.01 -0.06
H -3.69318 2.12432 0.93594 0.00 0.03 -0.04
H -1.38090 3.98583 0.17726 -0.10 0.01 0.04
H 1.98448 0.53614 -3.23218 0.11 0.03 0.02
H 3.78847 -1.20519 -2.52036 0.09 0.12 -0.05
H -3.71636 3.35241 -0.36078 0.03 -0.09 0.13
H -1.73862 1.16556 6.65792 -0.05 0.00 0.10
H 1.75627 -0.64360 -4.56476 0.03 0.06 -0.11
H 2.98064 -0.26489 -1.21526 -0.12 0.09 -0.08
H 0.10640 2.15769 -0.07836 0.02 -0.09 0.00
H -4.07526 1.16848 7.00624 0.02 0.05 0.00
H -2.36472 4.15957 1.63647 0.02 0.02 -0.03
H -1.15396 0.09093 -0.72927 -0.10 0.05 0.09
H 0.18616 0.89870 1.17156 0.03 0.05 -0.03
H -3.31836 2.70796 7.50523 -0.02 -0.03 -0.03
H 0.30503 0.56236 5.45962 0.07 -0.03 0.03
H -5.04012 2.66431 7.05279 0.07 -0.05 0.03
H 3.66093 -2.81882 2.64571 0.00 0.02 0.10
H -0.91785 -0.65969 -5.56211 0.09 -0.15 -0.18
H -3.24577 3.02759 3.14220 -0.08 0.05 -0.11
H 4.33625 -5.06133 1.85763 0.02 -0.07 0.06
H 3.10754 -1.05966 1.01832 -0.04 0.11 0.02
H 4.43109 -5.53441 -0.56423 0.02 -0.07 -0.06
H -2.16562 0.27290 0.71354 0.04 0.01 -0.05
H -3.16471 0.51334 -4.60309 -0.23 0.08 -0.04


19
Properties=species:S:1:pos:R:3:forces:R:3 method="wB97M-V/def2-TZVPD" lumo_ev=-0.09 molar_mass_g_mol=144.18 homo_energy_ev=-8.65 gap_ev=8.6 smiles=Cc1ncc2ccccc2n1 total_charge=0
N 0.98959 -1.00733 0.47960 1.37 -0.25 -0.14
N 0.34571 -1.10321 -1.73948 1.17 -1.25 -3.57
C 1.76621 -2.80779 -0.69942 -0.77 -3.23 -2.60
C -1.53585 1.54560 -0.20697 -2.71 2.17 -0.47
C -0.69617 1.89683 1.95714 2.63 -0.82 1.99
C 0.25541 0.07530 0.51669 -2.69 3.16 2.16
C -1.63803 2.24081 1.03198 -1.00 -1.93 -2.24
C -0.67254 0.48795 -0.44923 1.04 0.84 -2.03
C 0.24071 0.92004 1.65974 0.58 -0.94 0.34
C -0.36614 -0.04644 -1.75335 -1.35 0.23 2.42
C 0.98847 -1.57818 -0.69194 0.45 0.13 2.35
H 2.35257 -3.00048 0.21459 -0.54 0.29 -0.54
H 0.90675 -3.62939 -0.84634 2.11 1.19 0.40
H 1.02446 0.63104 2.34050 -0.03 0.23 0.63
H -2.55478 2.72672 1.31843 0.12 0.81 -0.33
H -2.26217 1.84574 -1.06881 1.32 -0.61 1.67
H -0.73426 0.37895 -2.67773 -0.14 -0.10 -0.15
H -0.54116 2.29809 2.99294 -0.76 0.06 -1.21
H 2.40911 -2.88159 -1.64229 -0.80 0.02 1.31


109
Properties=species:S:1:pos:R:3:forces:R:3 method="wB97M-V/def2-TZVPD" lumo_ev=2.11 molar_mass_g_mol=636.84 homo_energy_ev=-4.29 gap_ev=6.4 total_charge=-1
S -1.12183 1.58161 -1.33599 -0.16 0.49 -0.18
S -2.93195 -0.19931 -2.76123 0.18 -0.73 -0.58
O -2.54321 5.11016 3.36765 0.30 -0.03 -0.05
O 4.21188 4.04516 -1.54011 0.32 -0.08 -0.16
O -1.05787 -0.36815 5.41883 0.08 -0.34 0.20
O 3.61829 2.01237 -0.96587 0.16 0.00 -0.04
O 0.31662 -0.91244 3.78750 0.41 -0.26 0.34
O -3.28194 3.07436 2.98968 0.19 -0.06 0.10
N -0.19317 -0.43140 -2.76582 0.13 -0.61 1.23
C 7.42644 -1.58544 -0.23996 -0.97 -0.12 1.13
C 6.16755 -2.41887 -0.52024 0.50 0.09 -0.98
C -1.26845 0.25816 -2.29199 -0.70 0.65 0.45
C 3.55529 6.32827 -1.00085 -0.06 -0.03 0.11
C -3.60819 -0.96839 -1.24538 0.00 0.40 -0.21
C 7.52417 -1.27390 1.25637 0.20 -0.33 -0.61
C -4.47182 -6.44381 -0.75842 0.33 -0.63 -0.27
C -4.93853 4.75720 2.84271 0.04 0.21 -0.40
C -2.68721 6.52402 3.27361 -0.10 0.12 0.07
C 3.26167 3.11829 -1.25882 -0.42 0.08 0.22
C 0.42099 1.35935 4.43752 0.19 0.08 0.33
C -1.46132 0.51411 6.45590 -0.10 0.17 -0.05
C -3.31640 7.11189 4.52066 -0.09 -0.07 0.06
C -2.64005 -5.77247 -2.39482 -0.41 0.61 -0.06
C -3.53143 4.23972 3.04411 -0.35 -0.01 0.05
C 2.29340 -0.51990 -2.93753 -0.25 0.31 0.78
C -3.80535 -0.06106 -0.05560 -0.52 0.02 0.72
C -2.98019 -4.88109 -3.59162 0.13 -0.83 -0.46
C -2.47953 1.52331 5.96583 -0.01 0.11 -0.06
C 3.07560 -1.35520 -1.91117 0.73 -0.03 -0.76
C -0.20168 -1.91247 -2.58883 -0.63 -0.26 -1.61
C -3.47706 -0.82303 1.22402 0.60 -0.23 -0.02
C 5.57770 -2.02478 -1.88710 -0.24 0.15 0.76
C 3.90783 5.32719 -2.08198 -0.08 0.15 0.05
C 1.80779 3.52436 -1.24910 0.11 -0.03 -0.53
C -0.48715 -4.16583 -3.81856 0.29 0.35 -0.65
C -3.71503 -6.80356 -2.03664 0.18 0.51 0.44
C -1.80791 -4.54997 -4.50503 -0.10 0.67 0.37
C -0.07480 -0.06804 4.52857 -0.13 0.38 -0.32
C -0.05520 -2.68244 -3.93198 0.18 -0.33 1.21
C 1.05579 0.17910 -2.34119 1.32 -0.45 -1.03
C 4.53748 -0.89472 -1.71937 0.02 -0.63 -0.24
B -1.90021 -1.33098 1.30198 -0.48 -0.27 -0.56
H 2.01129 -1.09518 -3.80616 0.01 -0.15 -0.23
H -0.59655 0.99545 6.92015 0.02 0.04 -0.04
H -2.50780 -5.12254 -1.53436 0.26 0.05 0.23
H -0.43487 -4.44842 -2.77393 -0.20 -0.18 0.27
H -1.68215 -6.24672 -2.56379 0.21 -0.29 -0.11
H -4.32784 6.73606 4.67502 -0.03 0.04 -0.06
H 7.58691 -2.20629 1.80647 0.24 -0.09 0.34
H 1.57638 4.34679 -1.92374 0.02 0.09 0.14
H -3.22940 6.79880 2.36748 -0.06 -0.01 0.02
H 1.52069 3.79567 -0.23393 -0.01 -0.03 0.02
H -3.01892 -1.82758 -0.97857 0.49 -0.23 0.11
H -2.06572 2.16498 5.18913 -0.01 0.02 0.01
H -1.67449 6.90769 3.15893 0.05 -0.09 -0.01
H -3.33651 1.01089 5.53005 0.00 -0.03 0.01
H -1.56264 -1.60571 2.42750 -0.05 -0.05 0.10
H -4.85542 0.23926 -0.03242 -0.25 0.26 -0.19
H 2.95129 0.26269 -3.28750 0.21 0.25 -0.18
H 6.62045 -0.77601 1.57993 -0.22 0.24 0.09
H 0.28348 -4.74331 -4.31825 0.28 -0.20 0.04
H -4.45160 -6.89389 -2.82912 0.06 -0.25 -0.34
H 1.07105 1.19474 -2.70649 -0.28 0.24 -0.04
H 1.20338 2.67239 -1.56286 0.08 0.13 0.37
H 2.65802 6.03159 -0.45871 -0.05 0.01 -0.06
H -2.73230 6.83943 5.39956 0.06 0.03 -0.02
H 4.78535 -0.10396 -2.41437 -0.14 0.32 -0.13
H 7.32679 -0.63410 -0.74159 0.19 0.24 -0.47
H -5.48036 4.67620 3.78409 0.01 0.00 0.02
H -1.80489 -2.35670 0.59423 0.18 -0.14 0.00
H 4.81617 5.64468 -2.59304 0.06 -0.09 0.02
H -3.70929 -5.41331 -4.19966 -0.21 -0.05 -0.19
H -2.82525 2.15434 6.78878 0.01 -0.03 0.03
H 2.58855 -1.37855 -0.94889 -0.37 -0.01 0.23
H 8.29005 -2.13460 -0.58881 0.40 0.13 -0.22
H 0.60712 -2.24002 -1.95091 0.15 0.29 0.41
H 8.37252 -0.62938 1.45205 0.24 0.02 0.32
H 0.35410 1.91989 5.36915 -0.14 0.04 -0.06
H -4.99275 5.78219 2.48166 0.00 0.04 0.15
H -1.11805 -2.21691 -2.11484 -0.39 0.06 0.30
H -4.15521 -1.68160 1.25110 -0.13 -0.24 0.22
H 3.13426 -2.37129 -2.28405 -0.22 -0.43 0.09
H 5.15999 -2.89406 -2.38180 -0.28 -0.13 -0.16
H -2.10806 -3.69774 -5.10540 -0.10 0.18 -0.30
H -0.56398 -2.15572 -4.72447 -0.17 0.14 -0.29
H 5.43793 -2.24382 0.25486 -0.36 0.01 0.27
H -1.15886 -0.49993 0.77675 0.09 0.13 0.17
H -3.78318 -6.11662 0.00936 0.09 0.23 0.21
H -5.42282 4.12741 2.10132 0.01 -0.16 0.11
H 1.17996 0.20697 -1.26283 -0.34 0.07 0.27
H 1.46914 1.33282 4.15050 -0.04 -0.07 -0.18
H -3.71462 -0.22188 2.09923 -0.17 0.32 0.12
H -3.21957 -7.75309 -1.88752 -0.05 -0.45 -0.06
H 1.01150 -2.70856 -4.11878 0.18 0.19 -0.53
H 6.37807 -1.66392 -2.52057 0.35 -0.05 -0.22
H 4.63231 -0.48713 -0.72171 0.16 0.34 0.15
H -3.22661 0.85043 -0.11368 0.25 0.05 -0.08
H 3.13063 5.25128 -2.84349 -0.05 -0.01 0.04
H -0.14722 1.87430 3.66262 -0.05 -0.03 -0.01
H 4.36523 6.39716 -0.27452 0.05 0.02 -0.04
H -3.46328 -3.97045 -3.31385 -0.33 0.69 0.58
H -3.36041 8.19963 4.45107 0.02 0.01 0.00
H 3.38597 7.31530 -1.43364 0.01 0.00 -0.01
H -1.66727 -5.35557 -5.21365 0.26 -0.41 -0.04
H -4.56906 -1.34565 -1.57073 -0.28 -0.10 -0.36
H -1.90833 -0.12440 7.21842 0.02 -0.08 -0.05
H -5.21071 -5.67989 -0.94881 -0.21 0.29 0.12
H 6.40446 -3.47839 -0.50426 0.13 -0.24 0.12
H -4.94802 -7.34751 -0.39353 -0.44 -0.02 0.20


77
Properties=species:S:1:pos:R:3:forces:R:3 method="wB97M-V/def2-TZVPD" lumo_ev="2.75 / 2.65" molar_mass_g_mol=564.45 multiplicity=5 homo_energy_ev="-2.80 / -3.96" gap_ev="5.5 / 6.6" s2=6.01 total_charge=-1
Rh 0.70058 -2.24000 2.15442 0.04 0.28 0.40
Cl -1.22195 -3.42517 1.61168 -0.80 -1.14 -0.19
Cl 2.73024 -3.82872 0.51589 0.19 -0.61 -0.45
P -0.40644 -0.32334 -0.03715 0.21 0.39 -0.46
C -2.58596 -1.89663 -3.97762 0.33 -0.01 -0.14
C -0.42385 4.39822 -1.16236 -0.08 0.06 0.00
C -0.26361 1.45065 -0.70497 -0.38 -0.12 -0.03
C 2.55037 0.03991 -1.89357 -2.68 -0.93 -2.56
C -1.10402 -1.29471 -1.43343 -0.99 -0.18 -0.20
C -1.94409 -0.40240 3.71127 -0.08 0.26 0.12
C -1.42280 2.07188 -1.51184 -0.04 0.32 0.04
C -3.80481 0.53956 2.19407 -0.14 0.10 0.63
C -1.70044 -0.27034 1.29632 0.31 0.13 -1.49
C 4.68647 -0.51394 1.93349 0.03 -0.32 -0.21
C -0.95600 -0.08738 2.61274 -0.92 -0.47 0.04
C -2.76081 0.82188 1.13496 -0.05 -0.43 0.29
C 0.21556 2.46016 0.36058 0.13 0.00 -0.07
C -2.64292 -1.26137 -1.49650 -0.18 -0.07 -0.48
C -0.50854 -0.95797 -2.81183 0.03 -0.11 -0.23
C 4.67646 -0.31090 -0.73415 2.49 -1.52 -0.08
C 5.01633 -1.17367 0.59513 0.38 -0.07 -0.46
C -3.17730 0.50124 3.60655 -0.03 -0.02 0.17
C 0.65930 3.79964 -0.26014 -0.09 -0.36 0.04
C 3.45820 0.47519 -1.01236 3.00 -0.08 3.33
C -3.22933 -2.14488 -2.61496 0.19 0.11 0.34
C -1.04261 -1.87547 -3.92227 -0.31 -0.09 0.14
C -1.00814 3.39962 -2.17281 0.11 -0.16 0.12
C 1.84972 -0.79164 1.69768 2.91 3.26 -0.83
C 3.18888 -0.49967 2.41051 -0.25 -0.60 0.93
C 2.13845 -3.58079 2.20137 0.20 0.29 -0.40
H -2.85211 1.51946 3.87203 -0.22 -0.09 0.02
H 4.55887 -2.19591 0.54007 0.28 1.10 -0.06
H -4.31145 -1.95908 -2.66849 0.15 -0.18 -0.05
H -0.70442 0.08924 -3.08424 -0.05 -0.27 0.05
H -2.89776 -2.68890 -4.66786 -0.06 0.16 -0.05
H -0.25559 3.18666 -2.94695 -0.09 0.05 0.08
H -0.63989 -1.55273 -4.90034 -0.12 -0.17 0.36
H -0.67922 -2.90098 -3.73670 -0.08 0.26 -0.06
H -0.78628 -2.31352 -1.13622 -0.20 0.21 -0.29
H -1.77770 1.38664 -2.28818 0.03 0.18 0.20
H 5.28871 -1.05619 2.71194 -0.52 0.55 -0.52
H 4.84348 -1.10350 -1.52691 -0.14 1.18 0.42
H -1.42240 -0.28307 4.66692 -0.37 -0.02 0.18
H -0.08516 -0.76852 2.82102 -0.56 1.17 -0.08
H -0.59492 0.94786 2.63209 0.31 -0.19 0.34
H 1.81746 -0.71620 -1.66989 0.01 -0.22 0.32
H -2.97181 -0.21962 -1.65953 0.06 -0.35 0.04
H 3.05904 0.48650 2.86394 -0.01 0.08 0.26
H 1.55583 0.27986 1.34129 -0.15 -2.34 0.41
H -2.28125 2.26815 -0.85426 0.27 0.01 -0.17
H -1.23603 4.78350 -0.52975 0.04 -0.08 -0.05
H -2.28861 1.79780 1.28445 -0.25 0.00 0.06
H -2.20155 -1.25650 1.29243 0.39 0.48 0.03
H 2.99505 -3.16033 2.74526 -0.15 -0.45 0.07
H 5.51486 0.43356 -0.79017 -0.24 -0.60 -0.04
H 3.20444 1.09319 -0.18937 -0.54 0.94 0.79
H 2.41378 0.60900 -2.78372 -0.31 0.11 -1.04
H 0.57429 -1.05259 -2.80087 -0.16 -0.09 -0.03
H -4.60008 1.29178 2.15577 -0.09 -0.11 0.13
H -3.91380 0.16529 4.35006 0.00 0.27 -0.15
H 6.15800 -1.33640 0.57831 -1.57 0.26 -0.23
H 1.05703 2.03924 0.92479 -0.19 0.10 -0.05
H -4.24379 -0.44181 1.97228 -0.09 0.13 0.04
H 1.81400 -4.55495 2.55477 0.15 -0.08 0.11
H 3.11651 -1.22096 3.21901 0.56 0.04 0.61
H -0.59110 2.65257 1.08796 0.26 -0.02 -0.22
H -0.01134 5.25754 -1.70077 -0.08 0.04 0.04
H -3.22664 0.83138 0.14095 0.19 -0.16 0.34
H -2.94359 -0.94361 -4.39374 0.04 -0.07 0.09
H 5.06397 0.52603 1.90901 -0.10 -0.33 0.04
H 1.58312 3.63312 -0.83745 -0.20 0.03 0.09
H -3.07001 -1.60207 -0.54627 0.11 0.15 -0.13
H -2.21142 -1.46202 3.59365 -0.01 0.17 0.12
H -3.08586 -3.19405 -2.32389 -0.03 0.09 -0.08
H 0.57840 1.28246 -1.39391 -0.09 0.28 -0.02
H 0.90232 4.49826 0.55571 0.01 -0.08 -0.28
H -1.88233 3.84544 -2.67491 0.28 -0.07 0.06


23
Properties=species:S:1:pos:R:3:forces:R:3 method="wB97M-V/def2-TZVPD" lumo_ev=-2.90 molar_mass_g_mol=135.26 homo_energy_ev=-11.90 gap_ev=9.0 total_charge=+1
S 0.52010 1.86988 -1.71678 -0.20 0.04 -0.34
N -0.19781 -1.20196 -1.06854 -2.46 2.71 0.33
N 2.10761 1.11225 0.26817 1.25 -0.66 -3.11
C 0.79241 1.38379 -0.01432 -1.56 -2.20 -0.05
C -0.51237 -0.38045 0.14814 1.32 3.43 -0.88
C -1.32124 -2.19349 -1.21331 0.63 -0.80 -0.67
C -0.16706 -1.14352 1.36431 -0.72 1.71 -0.05
C 0.13532 2.28866 0.96621 4.00 -2.21 2.71
H 0.73951 -1.51637 -0.94707 0.77 -1.11 0.05
H -0.74751 2.36665 -1.58614 0.64 -0.33 0.16
H -2.24785 -1.61468 -1.43299 0.92 -0.56 -0.39
H 2.77816 0.74935 -0.47692 -1.50 0.71 1.51
H -0.16499 -0.54540 -1.92380 -0.12 -0.90 1.32
H -0.54432 -2.11353 1.37804 -0.69 -1.81 0.22
H -1.50701 0.14622 0.04896 1.02 -1.07 0.04
H -0.84324 2.16555 0.87003 -4.36 -0.13 -0.11
H -0.87529 -2.82132 -2.00326 -1.43 -0.27 0.04
H -0.50088 -0.62830 2.24129 -0.49 0.27 0.52
H 0.46600 1.96185 2.05715 -0.68 1.01 -2.16
H -1.56003 -2.80145 -0.30249 0.83 0.73 -0.73
H 0.44268 3.24190 0.68630 0.50 2.00 0.22
H 0.87175 -1.17463 1.47311 2.00 -0.31 0.05
H 2.33605 0.84900 1.18390 0.33 -0.23 1.31